C24H33CoN3O10Se2 | wB97M-V/def2-TZVPD

```
73
Properties=species:S:1:pos:R:3:forces:R:3
Co 0.74836 -0.90480 1.20548 -0.1 -0.2 0.6
O -0.08410 -2.73733 4.76163 0.0 0.1 -0.4
C 0.08102 -1.90073 3.87480 0.2 -0.2 -0.5
O 0.20838 -2.14930 2.60909 0.0 0.0 0.3
C 0.04063 -0.42357 4.26470 0.1 0.3 -0.1
C -0.98330 0.28546 3.36297 0.5 0.2 -0.2
C -1.41578 1.63280 3.93071 0.1 0.1 0.0
C -0.13906 2.49762 3.70733 -0.1 -0.1 0.1
C 0.80220 1.49455 3.03422 -0.4 -0.3 0.0
O -0.13048 0.70391 2.24777 -0.1 -0.2 0.0
C 1.33752 0.45536 4.02904 -0.3 0.0 0.0
C 2.59933 -0.23039 3.46836 0.2 -0.4 -0.3
O 3.55082 -0.38497 4.24455 -0.2 0.1 -0.3
O 2.57012 -0.52729 2.21660 0.0 0.3 0.4
H -0.26026 -0.40238 5.30610 0.0 0.1 0.2
H -1.78645 -0.33586 2.98511 0.0 -0.1 -0.1
H -1.70964 1.54920 4.97867 0.0 0.0 0.0
H -2.25980 2.01771 3.35667 0.0 0.0 0.0
H 0.29571 2.87435 4.63426 0.0 0.0 0.0
H -0.34488 3.34280 3.04868 0.0 -0.1 0.0
H 1.54864 1.91932 2.37654 0.1 0.0 -0.1
H 1.64145 0.92778 4.95676 0.0 0.0 0.2
O -2.91635 -0.54185 -3.17753 -0.2 0.2 0.0
C -4.22986 -0.15828 -2.81979 0.3 0.0 -0.1
C -4.36879 1.03204 -1.84903 0.0 0.1 0.1
C -5.72551 1.64858 -2.23338 0.0 0.2 0.3
O -6.18329 2.71166 -1.38447 0.1 -0.2 -0.3
C -3.26367 2.08828 -2.02647 0.0 -0.1 0.0
Se -1.66355 1.83737 -0.90789 0.0 0.0 -0.1
C -4.43307 0.55217 -0.39515 -0.1 0.0 0.0
Se -2.94437 -0.59237 0.14776 0.1 0.0 -0.1
H -2.43101 -0.68966 -2.34903 0.0 0.0 0.1
H -4.78804 -1.00162 -2.39738 0.0 -0.1 0.1
H -4.71569 0.11451 -3.76316 0.0 0.0 -0.1
H -6.47738 0.84899 -2.25753 -0.1 0.0 0.0
H -5.65749 2.06850 -3.23877 0.0 0.1 0.0
H -5.95422 2.47492 -0.48114 0.1 -0.1 0.1
H -3.67289 3.05700 -1.75409 -0.1 0.1 0.0
H -2.96081 2.11658 -3.07357 0.0 0.0 0.0
H -5.34665 -0.02753 -0.24097 -0.1 0.0 0.0
H -4.43496 1.40387 0.29198 0.0 0.0 0.0
N 0.77052 -5.96281 -3.62723 0.1 0.1 0.0
C 1.63887 -5.81556 -2.51837 0.1 -0.2 0.0
O 2.49801 -6.70142 -2.33184 -0.2 0.2 0.0
C 1.47670 -4.64696 -1.71600 0.0 0.2 0.1
C 0.55110 -3.58380 -1.99963 0.2 -0.2 0.1
C 0.45761 -2.51192 -1.16325 0.2 0.1 0.3
N 1.20353 -2.36048 -0.02246 -0.2 -0.1 -0.2
C 2.08144 -3.37553 0.26532 -0.2 0.4 0.2
C 2.25707 -4.46772 -0.52546 -0.1 -0.1 -0.2
H 0.75990 -6.92336 -3.92960 0.0 -0.1 0.0
H -0.15350 -5.57915 -3.50520 0.0 0.0 0.0
H -0.06878 -3.58133 -2.88928 0.1 0.0 0.0
H -0.22605 -1.69865 -1.39393 0.0 0.0 0.1
H 2.64244 -3.24249 1.18466 -0.1 0.0 -0.1
H 2.97439 -5.23003 -0.24655 0.0 0.1 0.0
O 2.33075 -0.01191 -1.89913 0.4 -0.3 -0.6
C 1.87423 0.83294 -1.02562 -0.3 0.5 0.1
O 1.10276 0.55456 -0.14306 -0.1 -0.3 0.6
C 2.36557 2.26120 -1.12799 0.3 0.2 0.0
N 3.12518 2.49605 -2.37225 0.2 -0.2 0.1
C 4.46426 3.02576 -2.03699 -0.3 -0.1 0.0
C 4.73576 2.40737 -0.67394 -0.1 0.0 0.0
C 3.37273 2.51415 0.01753 0.0 0.0 0.0
H 1.47564 2.88297 -1.04006 0.0 0.1 0.0
H 2.61545 3.06869 -3.02635 0.0 0.1 0.0
H 2.84716 0.54961 -2.52174 0.1 -0.1 0.0
H 4.46421 4.11855 -1.95909 0.0 0.1 0.0
H 5.19638 2.74057 -2.79132 0.0 0.0 -0.1
H 5.52992 2.91702 -0.13065 0.0 0.0 0.0
H 5.01792 1.35796 -0.78413 0.0 0.0 0.0
H 3.22676 3.52059 0.41096 0.0 0.0 0.0
H 3.24924 1.79774 0.83218 0.0 0.0 0.0
```
Positions in Å, forces in eV/Å.

Output
* lowest unoccupied orbital energy (alpha / beta): 3.82 / 3.75 eV
* 2S+1: 4
* E_tot: -8036.75672 Ha
* charge: -2
* gap between HOMO and LUMO (alpha / beta): 0.1403 / 0.2197 hartree
* F_max: 0.79 eV Å⁻¹

***

C24H33CoN7O3S | wB97M-V/def2-TZVPD

```
69
Properties=species:S:1:pos:R:3:forces:R:3
Co 1.57458 0.42696 0.32698 0.3 0.3 0.2
C 5.76040 -2.19430 1.75286 -0.2 0.1 0.2
N 4.59520 -1.83483 2.56845 0.2 -0.2 0.0
C 4.25721 -2.41857 3.77935 0.0 0.0 -0.1
C 3.12408 -1.83862 4.19978 0.0 0.2 0.0
N 2.78218 -0.87756 3.24010 -0.3 0.0 0.1
C 3.68745 -0.90974 2.23900 0.2 0.1 -0.2
S 3.73066 0.03206 0.81632 0.0 -0.2 0.1
C 1.70855 0.03888 3.40855 0.1 -0.2 -0.1
C 1.44391 0.45465 4.70207 0.0 0.0 0.1
C 0.31390 1.20911 4.94624 0.0 0.0 0.1
C -0.51107 1.51909 3.88095 0.0 0.0 0.0
C -0.13133 1.12294 2.61747 0.1 0.0 0.0
N 0.97912 0.40219 2.34676 -0.2 0.2 -0.1
H 6.41396 -2.80807 2.36472 0.0 0.0 0.0
H 6.28585 -1.29267 1.45208 0.0 0.0 0.0
H 5.43913 -2.74774 0.87367 0.0 0.0 0.0
H 4.85124 -3.20116 4.21689 0.0 0.0 0.0
H 2.51795 -2.02504 5.06656 0.0 0.0 0.0
H 2.12339 0.19347 5.49958 0.0 0.0 0.0
H 0.08392 1.54228 5.94945 0.0 0.0 0.0
H -1.42505 2.07885 4.01516 0.0 0.0 0.0
H -0.72974 1.39179 1.76578 0.0 0.0 0.0
C 3.33888 1.63108 -3.60938 0.0 0.0 -0.1
C 2.76326 0.56961 -2.71123 -0.1 -0.1 0.1
O 2.49462 1.11145 -1.38693 0.0 0.1 0.1
H 3.53702 1.20733 -4.59385 0.0 0.0 0.0
H 4.27979 2.01753 -3.21645 0.0 0.0 0.0
H 2.63800 2.45712 -3.74803 0.0 0.0 0.0
H 3.46310 -0.25058 -2.56130 0.0 0.0 0.0
H 1.82510 0.16961 -3.09735 0.0 0.0 0.0
H 2.50912 2.07417 -1.41561 0.0 0.0 -0.2
O -4.62072 -2.03259 1.50874 0.0 0.0 -0.1
C -4.53230 -3.12315 0.60434 0.1 0.0 0.0
N -3.15368 -3.24135 0.21806 0.1 0.0 0.0
C -2.66215 -2.60657 -0.87226 -0.1 0.2 0.0
O -3.33908 -2.03756 -1.70593 0.0 -0.1 0.0
C -1.16233 -2.56418 -0.98662 0.0 -0.1 0.0
C -0.45459 -3.32476 -1.90726 -0.1 0.0 0.0
C 0.91262 -3.13960 -2.00849 0.1 0.0 0.0
C 1.51602 -2.16137 -1.23590 -0.1 0.0 0.1
N 0.83297 -1.39328 -0.38111 -0.1 -0.2 -0.1
C -0.47749 -1.62630 -0.24001 0.1 0.0 0.1
H -5.53698 -1.94129 1.79366 0.0 0.0 0.0
H -5.11597 -2.94886 -0.29800 0.0 0.0 0.0
H -4.84569 -4.05439 1.07716 0.0 0.0 0.0
H -2.49641 -3.60616 0.88826 -0.1 -0.1 0.0
H -0.96677 -4.04916 -2.52818 0.0 0.0 0.0
H 1.50757 -3.73309 -2.68839 0.0 0.0 0.0
H 2.58087 -1.97741 -1.28635 0.0 0.0 0.0
H -1.00140 -1.01185 0.48375 0.0 0.0 0.0
N -0.04159 1.34830 -0.34579 -0.1 -0.1 0.1
C -1.02505 1.82633 -0.73580 -0.1 0.2 -0.2
N -2.11354 2.36886 -1.17684 0.1 -0.2 0.0
C -2.29995 3.84183 -1.18484 0.0 -0.2 0.1
C -2.80361 4.27817 -2.54845 0.1 0.0 -0.1
C -4.04905 3.49114 -2.94864 -0.1 0.0 0.1
C -3.77255 1.99022 -2.94485 0.0 0.0 -0.1
C -3.26729 1.52248 -1.59305 0.1 0.2 0.1
H -1.35126 4.30498 -0.91999 0.0 0.0 0.0
H -3.02868 4.07907 -0.40537 0.0 0.0 0.0
H -2.01237 4.12240 -3.28772 0.0 0.0 0.0
H -3.00686 5.34910 -2.51564 0.0 0.0 0.0
H -4.39297 3.80827 -3.93235 0.0 0.0 0.0
H -4.86117 3.71438 -2.24818 0.0 0.0 0.0
H -3.02997 1.74257 -3.70866 0.0 0.0 0.0
H -4.67370 1.42370 -3.18199 0.0 0.0 0.0
H -2.94225 0.48510 -1.62189 0.0 -0.1 0.0
H -4.03705 1.62472 -0.82403 0.0 0.0 0.0
```
Positions in Å, forces in eV/Å.

Output
* lowest unoccupied orbital energy (alpha / beta): -5.65 / -5.27 eV
* energy relative to the best compared isomer or geometry (same formula, charge and spin): 10.7 kcal per mole
* 2S+1: 2
* E_tot: -3323.88299 Ha
* charge: +2
* gap between HOMO and LUMO (alpha / beta): 0.3026 / 0.3223 hartree
* F_max: 0.49 eV Å⁻¹

***

C24H33F16NO12 | wB97M-V/def2-TZVPD

```
86
Properties=species:S:1:pos:R:3:forces:R:3
C 3.04408 -0.93046 2.06458 0.3 -0.1 -0.1
C 3.22647 -2.40803 1.74938 -0.2 0.4 0.1
C 3.65969 -2.69364 0.33561 0.0 -0.6 -0.3
F 2.61921 -2.39166 -0.52875 0.5 -0.1 0.2
O 4.75324 -1.91927 -0.14750 -0.2 0.8 0.3
C 5.86957 -1.95438 0.62882 0.9 -1.0 0.1
N 6.54515 -0.72970 0.70278 -1.0 -0.1 -0.1
O 6.28312 -2.96925 1.14168 -0.6 0.7 0.0
H 2.81081 -0.80572 3.11250 -0.3 0.1 0.1
H 3.95663 -0.36757 1.89199 0.2 0.1 -0.1
H 2.26844 -0.49901 1.44310 -0.2 0.2 0.0
H 3.89423 -2.87308 2.46601 0.3 -0.1 -0.1
H 2.27011 -2.90940 1.86429 -0.1 -0.2 0.0
H 3.92692 -3.74178 0.21784 -0.2 -0.1 -0.2
H 6.57064 -0.45843 1.67761 0.6 0.0 0.1
H 6.02839 -0.01749 0.20214 0.0 0.1 -0.1
C 1.82089 -0.29954 -2.90466 -0.2 0.1 0.2
C 1.04326 0.30808 -4.05002 0.5 -0.2 -0.1
O -0.31931 0.58867 -3.65987 -0.1 0.0 -0.1
C -0.51661 1.71632 -3.00794 0.1 -0.2 -0.1
O 0.29859 2.53492 -2.70703 0.0 0.1 0.1
C -2.01472 1.87450 -2.70272 -0.4 0.0 0.2
F -2.55507 0.74052 -2.25188 0.1 -0.1 0.0
F -2.68431 2.23046 -3.80644 0.1 0.0 -0.2
F -2.22072 2.81312 -1.78381 0.1 0.2 0.1
H 1.31607 -1.18750 -2.52674 0.0 -0.1 -0.1
H 2.82021 -0.58108 -3.23289 0.0 0.0 0.0
H 1.91649 0.40366 -2.07781 0.1 0.0 0.0
H 0.96337 -0.39077 -4.87892 -0.2 0.0 0.0
H 1.51349 1.21668 -4.42278 -0.1 0.1 0.1
C 1.35029 5.46023 -3.04686 0.3 0.0 -0.2
C 1.97525 6.65747 -2.36613 -0.5 -0.1 0.1
O 3.40217 6.69156 -2.57694 0.1 0.0 0.1
C 3.80789 7.21439 -3.72072 -0.1 -0.1 0.2
O 3.12694 7.66166 -4.59180 0.0 0.1 -0.2
C 5.34648 7.20961 -3.76869 0.0 0.0 -0.1
F 5.84178 6.04586 -3.34405 0.1 -0.1 0.0
F 5.82560 8.17946 -2.98345 0.1 0.1 0.1
F 5.77331 7.42123 -5.00472 0.1 0.0 -0.2
H 1.82906 4.54114 -2.71844 -0.1 0.0 0.1
H 0.28975 5.40116 -2.80983 0.0 0.0 0.0
H 1.46047 5.52704 -4.12949 -0.1 0.1 0.0
H 1.84836 6.59690 -1.28780 0.2 0.0 0.0
H 1.53179 7.59310 -2.70330 0.1 0.0 -0.1
C 3.05701 -8.35789 2.68962 -0.1 0.1 0.2
C 2.22353 -7.76570 1.57515 0.4 -0.2 -0.2
O 0.89644 -7.43478 2.03598 -0.1 0.0 -0.1
C 0.77059 -6.27807 2.65850 0.1 -0.2 -0.1
O 1.62922 -5.47934 2.87935 0.1 0.3 0.1
C -0.70326 -6.05621 3.04372 0.1 0.0 0.1
F -1.24285 -7.15655 3.56298 -0.1 -0.1 0.1
F -1.40673 -5.71329 1.95912 -0.1 0.0 -0.1
F -0.80653 -5.07611 3.93267 0.0 0.1 0.1
H 2.55308 -9.22120 3.12407 0.0 -0.1 -0.1
H 4.02525 -8.67390 2.30431 0.0 0.0 0.0
H 3.22265 -7.63145 3.48428 0.0 0.0 0.0
H 2.07432 -8.48841 0.77682 -0.2 0.0 0.0
H 2.69369 -6.88219 1.14639 -0.1 0.1 0.1
C -4.18206 -1.95021 4.22091 0.1 0.2 0.1
C -2.79473 -2.51843 4.01952 -0.4 -0.3 -0.1
O -1.80731 -1.46863 3.95329 0.1 0.0 -0.1
C -1.37652 -1.00288 5.11307 -0.1 -0.1 -0.2
O -1.71289 -1.35209 6.20215 0.0 0.0 0.3
C -0.29640 0.06448 4.86370 -0.1 0.1 0.0
F -0.65362 0.90647 3.89256 0.0 0.1 -0.1
F 0.84348 -0.53396 4.49492 0.1 -0.1 0.0
F -0.06496 0.76799 5.96087 0.0 0.1 0.2
H -4.41424 -1.22535 3.44050 0.0 -0.1 -0.1
H -4.92135 -2.74927 4.18807 0.0 0.0 0.0
H -4.26298 -1.44452 5.18242 0.0 -0.1 0.0
H -2.72260 -3.03654 3.06621 0.1 0.1 -0.1
H -2.52852 -3.22286 4.80524 0.1 0.1 0.1
C -5.64238 4.06545 -2.97147 -0.3 0.1 0.0
C -5.78871 2.83878 -2.09738 0.5 0.1 -0.2
O -7.01653 2.88639 -1.34373 0.0 -0.1 0.1
C -8.10322 2.48286 -1.97964 0.2 0.0 0.1
O -8.17594 2.08471 -3.10133 -0.1 -0.1 -0.2
C -9.31058 2.55558 -1.02758 0.0 0.0 -0.1
F -9.31667 3.69649 -0.33760 0.0 0.1 0.1
F -9.25997 1.54081 -0.15804 0.0 -0.1 0.1
F -10.44375 2.46885 -1.70752 -0.2 0.0 -0.1
H -5.72419 4.97116 -2.37017 0.1 0.0 0.0
H -4.67453 4.05994 -3.46986 0.0 0.0 0.0
H -6.42323 4.10197 -3.73047 0.0 -0.1 0.0
H -4.99128 2.80807 -1.35863 -0.1 0.0 0.2
H -5.73818 1.91989 -2.67934 -0.2 0.0 0.0
```
Positions in Å, forces in eV/Å.

Output
* lowest unoccupied orbital energy: 0.18 eV
* E_tot: -3489.92471 Ha
* SMILES: CC[C@@H](F)OC(N)=O.CCOC(=O)C(F)(F)F.CCOC(=O)C(F)(F)F.CCOC(=O)C(F)(F)F.CCOC(=O)C(F)(F)F.CCOC(=O)C(F)(F)F
* gap between HOMO and LUMO: 0.4114 hartree
* F_max: 1.34 eV Å⁻¹

***

Among the records above, which one has the highest E_tot? C24H33CoN7O3S